The following is a quantum chemistry calculation of a structure of composition C11H10ClF3GaO3S in a non-equilibrium geometry, from the OMol25 dataset.

```
! RIJCOSX wB97M-V def2-TZVPD def2/J DEFGRID3
* xyz -1 1
C 1.69171 -2.50660 2.20995
C 1.78171 -2.12783 0.85042
C 0.50820 -1.64767 0.44147
H 2.63286 -2.30409 0.19642
C -0.39589 -1.87581 1.54195
C 0.37034 -2.29806 2.65077
H -0.02666 -2.47667 3.65012
H 2.45226 -2.97538 2.81146
H 0.19957 -1.50769 -0.61763
H -1.48029 -1.78961 1.55411
Ga 0.22799 0.83976 -0.54631
Cl 2.24693 0.98502 0.10333
C 0.88945 2.31879 -2.26110
C -0.36649 1.63615 -2.55182
C -0.03704 0.47312 -3.33206
H -1.34641 2.03547 -2.35507
C 1.36300 0.41674 -3.46782
C 1.93580 1.53899 -2.84208
H 2.98096 1.80593 -2.80538
H 0.96912 3.28862 -1.80063
H -0.77073 -0.19826 -3.74674
H 1.91238 -0.34983 -4.00780
F -2.40676 1.83238 3.35910
C -2.27236 0.68379 2.67659
F -1.17539 0.07824 3.13438
F -3.37755 -0.08300 2.90316
S -2.18411 0.97153 0.82530
O -1.82292 -0.21419 0.05500
O -3.50527 1.54848 0.67614
O -0.99443 1.90167 0.69478
*
```

Electronic energy ... -101598.225 eV
LUMO level ... 2.68 eV
Maximum force ... 1.74 eV/A
HOMO-LUMO gap ... 0.226 Eh

natural (NBO) population analysis, charges in e, atoms 1 to 6: -0.307, -0.309, -0.455, 0.195, -0.287, -0.340